C6H11N in the gas phase in a non-equilibrium geometry. Source: the OMol25 dataset; level of theory: ωB97M-V/def2-TZVPD.

```
18
C6H11N | the OMol25 dataset | ωB97M-V/def2-TZVPD
C 0.338 -1.551 -1.962
C 0.722 -1.153 -0.760
C 0.122 0.060 -0.096
C 0.332 1.295 -0.568
C -0.330 2.548 -0.035
N -0.743 -0.204 0.965
C -0.331 -1.123 2.016
H 0.860 -2.321 -2.508
H -0.613 -1.283 -2.413
H 1.557 -1.617 -0.258
H 1.014 1.381 -1.401
H -0.173 3.280 -0.840
H 0.159 2.929 0.857
H -1.410 2.473 0.021
H -1.187 0.571 1.418
H 0.538 -0.734 2.567
H 0.146 -2.017 1.600
H -1.172 -1.332 2.666
```

Summary:
LUMO level: 1.08 eV
Total energy: -289.906350 Ha
SMILES: C=C/C(=C/C)NC
Orbital gap: 8.899 eV
Net charge: 0
Highest occupied orbital energy: -0.28735 Ha
F_max: 0.03310 Eh/bohr
ΔE to the lowest compared entry with this formula, charge and spin: 171.5 kJ/mol

=====

C9H8O3S2 in the gas phase in a non-equilibrium geometry. Source: the OMol25 dataset; level of theory: ωB97M-V/def2-TZVPD.

```
22
C9H8O3S2 | the OMol25 dataset | ωB97M-V/def2-TZVPD
C -2.439 1.530 1.068
C -1.943 0.616 1.956
C -1.973 1.491 -0.245
C -0.942 -0.333 1.613
C -1.050 0.520 -0.638
C -0.508 -0.335 0.307
C 3.065 -1.857 1.045
C -0.550 0.502 -1.973
C 1.372 -0.938 -1.591
O 3.326 -2.640 0.133
O 1.897 -1.344 1.375
O 1.467 1.460 -0.642
S 0.732 -1.550 -0.253
S 1.248 0.797 -1.889
H -3.090 2.247 1.302
H -2.244 0.743 2.994
H -2.233 2.092 -1.042
H -0.360 -1.087 2.299
H 3.904 -1.471 1.618
H -0.712 -0.288 -2.734
H -1.061 1.395 -2.547
H 2.094 -1.552 -2.155
```

Summary:
LUMO level (spin up / spin down): 0.50 / -2.74 eV
Total energy: -1369.617737 Ha
⟨S²⟩: 2.011
Spin multiplicity: 3
Orbital gap (spin up / spin down): 7.135 / 6.707 eV
Net charge: 0
Highest occupied orbital energy (spin up / spin down): -0.24373 / -0.34705 Ha
F_max: 0.11081 Eh/bohr
ΔE to the lowest compared entry with this formula, charge and spin: 38.8 kJ/mol

=====

2 unconnected molecules or ions with the total composition C7H15NSi in a non-equilibrium geometry. Source: the OMol25 dataset; level of theory: ωB97M-V/def2-TZVPD.

```
24
C7H15NSi | the OMol25 dataset | ωB97M-V/def2-TZVPD
C -0.473 -0.320 -1.895
C -2.314 -2.476 -0.599
C -0.500 -0.336 -0.582
C -3.037 -3.856 -0.394
C 2.861 2.056 -0.775
C 0.056 2.262 1.095
C 2.470 0.924 0.171
N -2.116 -1.627 0.290
Si 0.635 0.534 0.661
H 0.361 0.173 -2.298
H -1.189 -0.919 -2.439
H -1.859 -2.463 -1.605
H -3.226 -3.905 0.786
H -2.322 -4.578 -0.463
H -4.016 -3.965 -0.792
H 3.794 2.458 -0.344
H 3.233 1.706 -1.665
H 2.068 2.782 -1.012
H -0.828 2.274 1.796
H 0.939 2.828 1.625
H -0.189 2.959 0.212
H 2.916 1.021 1.125
H 2.667 -0.064 -0.223
H 0.692 -0.450 1.997
```

Summary:
LUMO level (spin up / spin down): 0.15 / 0.15 eV
Total energy: -619.767774 Ha
Orbital gap (spin up / spin down): 8.708 / 8.715 eV
Net charge: 0
Highest occupied orbital energy (spin up / spin down): -0.31447 / -0.31470 Ha
F_max: 0.12472 Eh/bohr
ΔE to the lowest compared entry with this formula, charge and spin: 431.2 kJ/mol

=====

C7H13N in the gas phase in a non-equilibrium geometry. Source: the OMol25 dataset; level of theory: ωB97M-V/def2-TZVPD.

```
21
C7H13N | the OMol25 dataset | ωB97M-V/def2-TZVPD
C -1.467 2.269 2.098
C -1.500 1.313 0.936
C -0.459 1.340 0.101
C -0.490 0.329 -1.009
C 0.571 -0.749 -0.720
C 1.947 -0.301 -1.019
C 0.091 -1.931 -0.369
N 0.928 -3.088 -0.199
H -1.465 1.741 3.053
H -2.336 2.976 2.060
H -0.512 2.816 2.099
H -2.351 0.648 0.944
H 0.335 2.069 0.190
H -0.358 0.611 -2.079
H -1.462 -0.127 -1.149
H 2.239 -0.705 -2.002
H 2.751 -0.766 -0.420
H 2.194 0.761 -1.020
H -0.932 -2.283 -0.325
H 1.839 -3.023 -0.631
H 0.437 -3.902 -0.538
```

Summary:
LUMO level: 1.04 eV
Total energy: -329.208364 Ha
SMILES: C/C=C/C/C(C)=C/N
Orbital gap: 8.821 eV
Net charge: 0
Highest occupied orbital energy: -0.28585 Ha
F_max: 0.05630 Eh/bohr
ΔE to the lowest compared entry with this formula, charge and spin: 165.7 kJ/mol

=====

C5H8N2 in the gas phase in a non-equilibrium geometry. Source: the OMol25 dataset; level of theory: ωB97M-V/def2-TZVPD.

```
15
C5H8N2 | the OMol25 dataset | ωB97M-V/def2-TZVPD
C 1.922 0.315 0.139
C 0.555 0.102 -0.462
C 0.048 -1.154 -1.067
N -0.373 -0.738 0.269
C -1.689 -0.171 0.556
C -1.510 1.162 1.160
N -1.338 2.262 1.471
H 2.430 -0.628 0.366
H 1.825 0.879 1.074
H 2.548 0.895 -0.545
H 0.114 1.005 -0.890
H -0.633 -1.069 -1.916
H 0.681 -2.041 -1.091
H -2.352 0.019 -0.304
H -2.227 -0.838 1.238
```

Summary:
LUMO level: 0.93 eV
Total energy: -304.769072 Ha
SMILES: C[C@H]1CN1CC#N
Orbital gap: 10.658 eV
Net charge: 0
Highest occupied orbital energy: -0.35741 Ha
F_max: 0.02123 Eh/bohr
ΔE to the lowest compared entry with this formula, charge and spin: 174.4 kJ/mol

=====

A molecular structure, C10H9AuIN2OTe4 in a non-equilibrium geometry. Source: the OMol25 dataset; level of theory: ωB97M-V/def2-TZVPD.

```
28
C10H9AuIN2OTe4 | the OMol25 dataset | ωB97M-V/def2-TZVPD
Au 1.161 -0.985 -1.015
Te -0.457 -3.144 -0.786
Te 0.275 -4.224 -3.058
Te 3.469 -2.586 -3.782
Te 3.566 -0.584 -2.077
I -4.311 1.245 -2.920
C -2.251 1.602 -2.638
C -1.747 2.891 -2.738
C -0.384 3.074 -2.551
C 0.393 1.966 -2.267
N -0.101 0.739 -2.189
C -1.395 0.550 -2.367
H -2.396 3.726 -2.956
H 0.063 4.054 -2.624
H 1.457 2.059 -2.099
H -1.746 -0.471 -2.285
O -0.329 -0.341 0.715
N 0.016 -0.554 1.936
C -0.919 -0.946 2.837
C -0.578 -1.231 4.133
C 0.748 -1.121 4.543
C 1.693 -0.715 3.604
C 1.309 -0.437 2.318
H -1.928 -1.004 2.459
H -1.353 -1.516 4.828
H 1.027 -1.336 5.559
H 2.729 -0.599 3.878
H 1.990 -0.113 1.544
```

Summary:
LUMO level (spin up / spin down): -0.21 / -1.71 eV
Total energy: -2076.604529 Ha
⟨S²⟩: 3.773
Spin multiplicity: 4
Orbital gap (spin up / spin down): 6.398 / 5.168 eV
Net charge: 0
Highest occupied orbital energy (spin up / spin down): -0.24275 / -0.25288 Ha
F_max: 0.02094 Eh/bohr
ΔE to the lowest compared entry with this formula, charge and spin: 10.0 kJ/mol

=====

A molecular structure, C40H28BaBr2Cl2N10O10S4 in a non-equilibrium geometry. Source: the OMol25 dataset; level of theory: ωB97M-V/def2-TZVPD.

```
97
C40H28BaBr2Cl2N10O10S4 | the OMol25 dataset | ωB97M-V/def2-TZVPD
Ba -0.320 0.462 0.390
N 4.561 -1.327 2.007
C 4.325 -0.005 1.768
N 4.016 0.504 0.627
C 3.872 1.866 0.682
C 4.126 2.438 1.883
S 4.547 1.210 3.035
C 3.335 2.529 -0.525
C 4.094 3.095 -1.484
S 3.106 3.680 -2.775
C 1.689 3.126 -1.903
N 1.958 2.550 -0.761
N 0.441 3.429 -2.334
H 4.327 -1.923 1.208
H 4.162 -1.655 2.873
H 4.095 3.481 2.159
H 5.169 3.171 -1.539
H 0.302 3.554 -3.322
H -0.325 2.985 -1.801
C -4.291 -0.411 2.852
C -4.287 0.488 3.903
C -3.395 1.547 3.873
C -2.530 1.672 2.790
N -2.486 0.761 1.821
C -3.350 -0.245 1.848
C -1.611 2.836 2.675
C -1.928 4.059 3.263
C -1.042 5.116 3.140
C 0.140 4.925 2.445
C 0.370 3.680 1.878
N -0.486 2.670 1.978
H -4.984 -1.242 2.822
H -4.965 0.368 4.739
H -3.350 2.250 4.695
H -3.272 -0.941 1.023
H -2.867 4.188 3.783
H -1.278 6.080 3.575
H 0.865 5.720 2.332
H 1.270 3.472 1.311
O -3.698 1.625 -0.884
C -2.561 1.817 -1.326
O -1.553 2.291 -0.699
C -2.241 1.472 -2.771
C -2.891 2.047 -3.817
C -2.488 1.787 -5.143
C -1.483 0.863 -5.389
C -0.865 0.226 -4.343
C -1.141 0.542 -2.959
O -0.486 0.090 -1.992
N 0.113 -0.801 -4.676
O 0.815 -0.619 -5.672
O 0.153 -1.797 -3.991
N -3.119 2.464 -6.231
O -2.720 2.252 -7.374
O -4.040 3.240 -5.992
H -3.726 2.714 -3.647
H -1.210 0.610 -6.403
Cl 2.533 -1.004 -1.659
C 3.262 -2.339 -2.503
C 3.476 -2.155 -3.857
C 4.031 -3.161 -4.628
C 4.373 -4.360 -4.029
C 4.182 -4.527 -2.668
Cl 4.679 -6.056 -1.991
C 3.632 -3.530 -1.825
S 3.488 -3.748 -0.117
H 3.180 -1.217 -4.311
H 4.192 -3.014 -5.690
H 4.787 -5.176 -4.609
Br -5.373 -5.152 -2.956
C -4.318 -3.794 -2.137
C -4.584 -2.466 -2.403
C -3.789 -1.528 -1.756
N -2.822 -1.859 -0.905
C -2.584 -3.146 -0.649
C -3.315 -4.162 -1.266
C -1.507 -3.454 0.336
C -1.513 -4.635 1.063
C -0.468 -4.849 1.955
Br -0.483 -6.421 3.021
C 0.552 -3.943 2.076
C 0.457 -2.797 1.285
N -0.554 -2.534 0.478
H -5.362 -2.169 -3.091
H -3.949 -0.462 -1.901
H -3.093 -5.203 -1.084
H -2.315 -5.353 0.980
H 1.385 -4.077 2.748
H 1.226 -2.042 1.366
C 0.549 1.010 4.573
S 0.564 -0.376 3.424
O 1.504 -1.325 4.000
O -0.802 -0.868 3.349
O 1.027 0.179 2.136
H 0.915 0.636 5.526
H -0.470 1.379 4.661
H 1.211 1.783 4.186
```

Summary:
LUMO level: 3.38 eV
Total energy: -10527.890005 Ha
Orbital gap: 5.218 eV
Net charge: -2
Highest occupied orbital energy: -0.06769 Ha
F_max: 0.07546 Eh/bohr

=====

C6H4Cl2N2 in the gas phase in a non-equilibrium geometry. Source: the OMol25 dataset; level of theory: ωB97M-V/def2-TZVPD.

```
14
C6H4Cl2N2 | the OMol25 dataset | ωB97M-V/def2-TZVPD
C 2.946 -0.299 -0.737
C 0.166 -1.230 0.730
C 0.570 1.150 0.134
C 0.761 -2.364 0.801
C 0.169 -0.034 -0.459
C 2.882 0.851 -0.054
N 3.016 -1.324 -1.253
N 1.851 1.432 0.394
Cl 1.892 -3.362 0.262
Cl 4.471 1.443 0.323
H -0.440 -0.867 1.544
H -0.120 1.940 0.686
H 0.913 -0.491 -1.152
H -0.875 -0.071 -0.803
```

Summary:
LUMO level (spin up / spin down): -0.64 / -1.69 eV
Total energy: -1260.713114 Ha
Orbital gap (spin up / spin down): 7.785 / 6.644 eV
Net charge: 0
Highest occupied orbital energy (spin up / spin down): -0.30963 / -0.30622 Ha
F_max: 0.09012 Eh/bohr
ΔE to the lowest compared entry with this formula, charge and spin: 475.2 kJ/mol